Density functional theory data (the ωB97M-V functional and the def2-TZVPD basis) for a 14-piece molecular cluster, C22H66BrN3O13 overall at a distorted geometry.

Structure (XYZ):
```
105
Properties=species:S:1:pos:R:3
N 2.296 -0.173 3.586
C 2.082 -0.037 2.294
C 1.886 -0.215 0.646
Br 3.722 -0.445 -0.112
C 0.841 -1.450 0.298
C -0.631 -0.993 0.947
N -1.745 -0.472 1.422
C 0.583 -1.658 -1.318
C 0.104 -3.167 -1.744
C 1.283 -4.310 -1.688
C 2.750 -3.817 -2.231
C 2.822 -3.555 -3.859
N 2.108 -2.302 -4.322
H 1.409 0.791 0.218
H 1.130 -2.470 0.842
H 1.517 -1.267 -1.910
H -0.316 -0.927 -1.607
H -0.379 -3.222 -2.833
H -0.748 -3.541 -0.997
H 0.983 -5.308 -2.269
H 1.400 -4.635 -0.546
H 3.136 -2.923 -1.581
H 3.502 -4.719 -2.016
H 2.502 -4.499 -4.505
H 3.977 -3.383 -4.106
H 2.475 -1.434 -3.866
H 1.070 -2.381 -4.256
C -3.431 1.372 4.131
O -2.171 1.745 3.605
H -3.804 2.178 4.767
H -4.134 1.203 3.311
H -3.324 0.461 4.726
H -1.866 1.011 3.046
C 2.521 -3.177 6.424
O 2.082 -2.604 5.206
H 2.190 -4.217 6.468
H 3.612 -3.141 6.472
H 2.091 -2.624 7.263
H 2.390 -1.682 5.196
C -2.450 1.274 -1.747
O -1.069 1.180 -1.447
H -2.841 0.271 -1.933
H -2.978 1.717 -0.900
H -2.589 1.889 -2.639
H -0.750 2.084 -1.287
C -5.076 -2.901 1.238
O -3.695 -2.995 1.537
H -5.467 -3.904 1.052
H -5.604 -2.458 2.085
H -5.215 -2.286 0.345
H -3.376 -2.091 1.698
C -7.566 0.032 0.500
O -6.185 -0.061 0.800
H -7.957 -0.971 0.314
H -8.094 0.476 1.347
H -7.705 0.647 -0.393
H -5.866 0.843 0.960
C 7.901 1.122 -0.260
O 7.184 0.437 -1.270
H 8.784 1.588 -0.704
H 7.266 1.896 0.178
H 8.215 0.413 0.510
H 6.407 0.035 -0.847
C -2.452 4.956 -4.058
O -2.108 4.316 -2.843
H -3.202 4.354 -4.577
H -2.865 5.945 -3.846
H -1.563 5.047 -4.687
H -1.442 4.873 -2.405
C -1.346 -3.136 4.163
O -0.575 -4.152 4.777
H -2.321 -3.546 3.891
H -1.483 -2.309 4.864
H -0.836 -2.785 3.263
H 0.284 -3.759 5.008
C 5.676 -3.089 2.404
O 4.334 -2.640 2.409
H 6.037 -3.120 1.373
H 6.295 -2.398 2.983
H 5.728 -4.091 2.836
H 4.042 -2.622 3.336
C -8.111 -4.046 -0.421
O -6.851 -3.673 -0.946
H -8.484 -3.240 0.216
H -8.814 -4.215 -1.241
H -8.004 -4.957 0.174
H -6.546 -4.407 -1.506
C 7.167 3.019 3.081
O 7.661 3.497 1.843
H 6.777 2.008 2.942
H 7.978 2.998 3.813
H 6.364 3.673 3.430
H 8.000 4.395 1.997
C -1.336 7.811 -2.470
O -0.565 6.795 -1.857
H -2.311 7.401 -2.743
H -1.474 8.638 -1.770
H -0.827 8.162 -3.371
H 0.294 7.187 -1.626
C 0.147 6.497 -7.097
O -0.439 7.682 -6.589
H 0.697 6.001 -6.294
H -0.637 5.831 -7.465
H 0.837 6.749 -7.907
H -0.919 8.100 -7.323
```

Computed properties:
HOMO-LUMO gap ... 8.469 eV
LUMO ... -0.4496 eV
Relative energy (zero: lowest compared OMol25 entry of this formula, charge and spin) ... 141.2 kcal per mole